1:
The following is a DFT calculation (ωB97M-V/def2-TZVPD) of C20H27N5O4 in the gas phase.

Properties
- Highest occupied orbital energy: -8.15 eV
- SMILES: Cc1c/c(=N\[C@H]2CC[C@@]3(CC2)CN(C(=O)c2conc2C)CCO3)[nH]c(CO)n1
- Gap between HOMO and LUMO: 8.71 eV

Cartesian coordinates (Å):
C: -3.033 4.532 0.792
C: -3.384 3.175 1.312
C: -2.451 2.221 1.532
C: -2.833 0.926 2.060
N: -2.143 -0.096 2.381
C: -0.736 -0.161 2.020
C: -0.179 -1.488 2.532
C: 1.296 -1.666 2.187
C: 1.548 -1.572 0.689
C: 0.963 -0.262 0.156
C: -0.516 -0.124 0.500
C: 3.040 -1.683 0.390
N: 3.274 -1.834 -1.040
C: 3.813 -0.796 -1.736
O: 4.093 0.272 -1.212
C: 4.104 -0.987 -3.182
C: 4.688 -2.006 -3.850
O: 4.885 -1.683 -5.126
N: 4.413 -0.392 -5.335
C: 3.966 0.027 -4.188
C: 3.380 1.388 -4.044
C: 2.575 -2.980 -1.603
C: 1.093 -2.882 -1.267
O: 0.883 -2.716 0.120
N: -4.209 0.855 2.311
C: -5.080 1.855 2.039
C: -6.520 1.528 2.349
O: -7.326 2.661 2.169
N: -4.738 2.992 1.546
H: -1.964 4.635 0.618
H: -3.572 4.716 -0.138
H: -3.359 5.291 1.504
H: -1.408 2.429 1.353
H: -0.171 0.666 2.480
H: -0.321 -1.545 3.613
H: -0.768 -2.293 2.089
H: 1.893 -0.892 2.682
H: 1.657 -2.633 2.544
H: 1.533 0.557 0.605
H: 1.120 -0.172 -0.921
H: -1.082 -0.951 0.063
H: -0.909 0.794 0.062
H: 3.574 -0.803 0.738
H: 3.433 -2.571 0.896
H: 5.030 -2.983 -3.550
H: 3.803 1.881 -3.172
H: 3.574 1.970 -4.942
H: 2.300 1.320 -3.902
H: 2.705 -3.015 -2.680
H: 2.991 -3.893 -1.166
H: 0.642 -2.060 -1.835
H: 0.582 -3.804 -1.545
H: -4.524 -0.019 2.707
H: -6.820 0.704 1.688
H: -6.564 1.156 3.381
H: -8.240 2.407 2.325

2:
The following is a DFT calculation (ωB97M-V/def2-TZVPD) of C20H27N5O4 in the gas phase.

Properties
- Highest occupied orbital energy: -8.05 eV
- SMILES: Cc1c/c(=N\[C@H]2CC[C@@]3(CC2)CN(C(=O)c2conc2C)CCO3)[nH]c(CO)n1
- Gap between HOMO and LUMO: 8.63 eV

Cartesian coordinates (Å):
C: -3.642 3.944 -3.301
C: -3.785 2.543 -2.791
C: -2.727 1.759 -2.476
C: -2.925 0.407 -1.982
N: -2.161 -0.547 -1.620
C: -0.711 -0.569 -1.584
C: 0.048 0.750 -1.799
C: 1.556 0.581 -1.589
C: 1.882 0.030 -0.206
C: 1.195 -1.330 -0.081
C: -0.319 -1.200 -0.243
C: 3.394 -0.059 0.006
N: 3.663 -0.355 1.404
C: 4.209 -1.546 1.761
O: 4.539 -2.394 0.942
C: 4.380 -1.801 3.203
C: 5.409 -1.421 3.998
O: 5.171 -1.811 5.257
N: 3.953 -2.453 5.312
C: 3.488 -2.444 4.090
C: 2.165 -3.075 3.802
C: 3.106 0.644 2.307
C: 1.602 0.685 2.072
O: 1.339 0.976 0.719
N: -4.295 0.104 -1.893
C: -5.302 0.949 -2.237
C: -6.683 0.383 -2.062
O: -7.656 1.319 -2.448
N: -5.100 2.135 -2.676
H: -2.596 4.241 -3.379
H: -4.103 4.027 -4.285
H: -4.152 4.634 -2.629
H: -1.745 2.179 -2.601
H: -0.390 -1.261 -2.372
H: -0.105 1.098 -2.822
H: -0.325 1.512 -1.114
H: 1.968 -0.088 -2.349
H: 2.053 1.546 -1.725
H: 1.597 -2.003 -0.842
H: 1.428 -1.800 0.879
H: -0.731 -0.595 0.569
H: -0.780 -2.185 -0.160
H: 3.871 -0.775 -0.655
H: 3.833 0.922 -0.210
H: 6.336 -0.904 3.820
H: 1.964 -3.108 2.731
H: 2.136 -4.098 4.171
H: 1.354 -2.526 4.281
H: 3.390 0.512 3.345
H: 3.523 1.606 1.990
H: 1.140 -0.265 2.366
H: 1.139 1.461 2.682
H: -4.486 -0.829 -1.553
H: -6.768 -0.528 -2.666
H: -6.818 0.102 -1.012
H: -8.522 0.919 -2.346

Quick one: least stable of them? 2

1:
The following is a DFT calculation (ωB97M-V/def2-TZVPD) of 2 unconnected molecules or ions with the total composition C7H16N.

Properties
- Highest occupied orbital energy: -13.53 eV
- Net charge: +1
- Gap between HOMO and LUMO: 4.88 eV

Cartesian coordinates (Å):
C: -0.349 -1.013 -2.516
C: -0.474 -0.903 -0.984
C: 0.757 -0.195 -0.333
C: 0.666 1.325 -0.376
C: 0.578 2.028 1.004
C: -0.653 1.624 1.766
C: -0.672 0.573 2.582
N: -0.713 -2.213 -0.465
H: -1.086 -1.664 -2.972
H: 0.659 -1.331 -2.793
H: -0.485 -0.013 -2.918
H: -1.328 -0.286 -0.714
H: 0.495 -0.409 0.743
H: 1.714 -0.645 -0.593
H: 1.443 1.812 -0.963
H: -0.281 1.528 -0.883
H: 1.478 1.786 1.572
H: 0.564 3.102 0.827
H: -1.629 1.921 1.393
H: -1.607 0.205 2.966
H: 0.230 0.035 2.873
H: 0.097 -2.762 -0.825
H: 0.917 -2.183 1.060
H: -0.321 -2.321 0.548

2:
The following is a DFT calculation (ωB97M-V/def2-TZVPD) of 2 unconnected molecules or ions with the total composition C7H16N.

Properties
- Highest occupied orbital energy: -11.90 eV
- Net charge: +1
- Gap between HOMO and LUMO: 5.14 eV

Cartesian coordinates (Å):
C: -2.150 0.999 -2.360
C: -2.830 0.115 -1.310
C: -2.361 0.397 0.132
C: -0.845 0.444 0.282
C: -0.194 1.601 0.557
C: -0.055 -0.686 0.029
C: -0.452 -2.033 0.360
N: 6.660 -0.410 2.147
H: -2.404 0.667 -3.366
H: -1.069 0.871 -2.264
H: -2.420 2.055 -2.315
H: -3.901 0.273 -1.310
H: -2.714 -0.423 0.758
H: -2.780 1.326 0.512
H: 0.888 1.667 0.506
H: -0.747 2.460 0.902
H: 0.996 -0.509 -0.183
H: 7.549 -0.843 1.923
H: -1.446 -2.352 0.055
H: -0.493 -2.114 1.458
H: 0.259 -2.772 0.021
H: -2.574 -0.906 -1.565
H: 6.503 -0.390 3.146
H: 6.580 0.562 1.884

Quick one: least stable of them? 1

1:
The following is a DFT calculation (ωB97M-V/def2-TZVPD) of 2 unconnected molecules or ions with the total composition C7H16N.

Properties
- Highest occupied orbital energy: -12.31 eV
- Net charge: +1
- Gap between HOMO and LUMO: 5.07 eV

Cartesian coordinates (Å):
C: -0.457 2.525 -0.774
C: -1.588 1.574 -1.039
C: -1.913 0.858 0.278
C: -0.617 0.171 0.966
C: -0.243 0.682 2.186
C: -0.022 -0.838 0.141
C: -0.704 -1.986 -0.568
N: 4.179 -2.434 -0.249
H: -0.218 3.196 -1.638
H: 0.470 1.965 -0.464
H: -0.662 3.168 0.100
H: -2.419 2.009 -1.554
H: -2.789 0.168 0.157
H: -2.156 1.610 1.019
H: 0.646 0.158 2.713
H: -0.912 1.142 2.883
H: 1.068 -0.924 0.291
H: 3.246 -2.254 -0.497
H: -0.908 -1.939 -1.650
H: -1.684 -2.091 0.030
H: -0.349 -3.031 -0.307
H: -1.289 0.801 -1.756
H: 4.870 -2.342 -0.920
H: 4.448 -2.189 0.653

2:
The following is a DFT calculation (ωB97M-V/def2-TZVPD) of 2 unconnected molecules or ions with the total composition C7H16N.

Properties
- Highest occupied orbital energy: -11.79 eV
- Net charge: +1
- Gap between HOMO and LUMO: 5.28 eV

Cartesian coordinates (Å):
C: 2.094 1.878 0.854
C: 0.629 2.244 0.553
C: -0.090 0.975 0.222
C: 0.481 -0.694 -1.437
C: -0.089 0.515 -1.119
C: -0.774 1.334 -2.154
C: 0.944 -1.103 -2.773
N: -3.154 -3.918 4.456
H: 2.781 2.710 0.959
H: 2.497 1.157 0.143
H: 0.127 2.743 1.393
H: 0.531 2.874 -0.330
H: 0.013 0.356 1.103
H: -2.763 -3.613 5.328
H: 0.914 -1.254 -0.612
H: -1.504 0.924 -2.857
H: -1.146 2.275 -1.739
H: -0.057 1.709 -2.907
H: 1.233 -0.211 -3.359
H: 0.195 -1.625 -3.383
H: 1.834 -1.734 -2.814
H: -2.618 -4.691 4.084
H: -4.104 -4.237 4.552
H: 2.027 1.387 1.834

Quick one: least stable of them? 1

1:
The following is a DFT calculation (ωB97M-V/def2-TZVPD) of a gas-phase ion, C4H7N2S (charge +1).

Properties
- Highest occupied orbital energy (alpha / beta): -12.69 / -12.69 eV
- Net charge: +1
- SMILES: S=CC1=NC[NH2+]C1
- Gap between HOMO and LUMO (alpha / beta): 7.40 / 7.40 eV

Cartesian coordinates (Å):
C: -0.891 0.222 -0.083
C: -2.162 0.861 0.020
C: 0.504 0.982 -0.013
C: 0.504 -1.444 0.046
N: -0.791 -1.012 -0.070
N: 1.507 -0.129 0.096
S: -3.565 -0.036 -0.004
H: -1.957 1.937 -0.175
H: 0.510 1.388 -1.006
H: 0.553 1.825 0.653
H: 0.592 -1.965 1.084
H: 0.857 -2.068 -0.823
H: 2.223 -0.232 -0.733
H: 2.117 -0.331 1.008

2:
The following is a DFT calculation (ωB97M-V/def2-TZVPD) of a gas-phase ion, C4H7N2S (charge +1).

Properties
- Highest occupied orbital energy (alpha / beta): -14.11 / -14.11 eV
- Net charge: +1
- Gap between HOMO and LUMO (alpha / beta): 8.39 / 8.39 eV

Cartesian coordinates (Å):
C: -0.102 -2.261 1.019
C: -1.314 -0.260 2.144
C: 0.409 1.224 -1.928
C: 0.725 0.964 -0.391
N: 0.258 -1.311 0.280
N: 0.008 -0.181 -0.004
S: -1.127 -1.814 2.550
H: 0.128 -3.300 0.746
H: -2.148 0.294 2.481
H: -0.524 0.782 -2.107
H: 1.139 0.904 -2.637
H: 0.466 2.311 -2.126
H: 0.298 1.813 0.294
H: 1.785 0.835 -0.320

Quick one: least stable of them? 2

1:
The following is a DFT calculation (ωB97M-V/def2-TZVPD) of 2 unconnected molecules or ions with the total composition C4H7N2S.

Properties
- Highest occupied orbital energy (alpha / beta): -12.44 / -11.84 eV
- Net charge: +1
- Gap between HOMO and LUMO (alpha / beta): 6.50 / 5.42 eV

Cartesian coordinates (Å):
C: -0.409 0.309 -0.128
C: 0.438 -0.717 -0.930
C: 2.041 -2.786 1.689
C: -1.365 1.320 -0.081
N: 0.382 -0.482 0.551
N: -1.893 2.003 -1.100
S: 0.419 -2.660 1.930
H: 0.058 -1.678 -1.299
H: 1.436 -0.439 -1.361
H: 2.756 -3.324 2.370
H: 2.356 -2.134 0.799
H: -1.578 1.600 0.934
H: -2.544 2.809 -0.824
H: -1.697 1.799 -2.080

2:
The following is a DFT calculation (ωB97M-V/def2-TZVPD) of a gas-phase ion, C4H7N2S (charge +1).

Properties
- Highest occupied orbital energy: -13.51 eV
- Net charge: +1
- SMILES: C[C@H]1NC=[NH+]C1=S
- Gap between HOMO and LUMO: 8.41 eV

Cartesian coordinates (Å):
C: -0.027 -1.920 0.115
C: -1.650 -0.389 -0.268
C: -0.301 0.259 -0.567
C: -0.038 1.680 0.096
N: 0.657 -0.854 -0.201
N: -1.366 -1.743 -0.045
S: -3.001 0.381 0.096
H: 0.498 -2.880 0.257
H: 0.126 0.478 -1.620
H: -0.112 1.370 1.167
H: -1.031 2.219 -0.204
H: 0.951 2.006 -0.183
H: 1.657 -0.572 -0.008
H: -2.190 -2.354 0.122

Quick one: least stable of them? 1

1:
The following is a DFT calculation (ωB97M-V/def2-TZVPD) of a gas-phase ion, C4H7N2S (charge +1).

Properties
- Highest occupied orbital energy (alpha / beta): -13.94 / -13.85 eV
- Net charge: +1
- Gap between HOMO and LUMO (alpha / beta): 6.61 / 7.85 eV

Cartesian coordinates (Å):
C: 0.522 -0.580 -0.009
C: 1.844 -0.015 -0.074
C: 1.733 1.467 -0.022
C: -1.423 -1.699 -0.153
N: 0.352 -2.963 0.185
N: -0.032 -1.822 0.138
S: 3.364 -0.683 0.027
H: -0.149 0.207 0.157
H: 2.635 2.021 -0.260
H: 0.909 1.805 -0.510
H: 1.472 1.747 0.938
H: -1.645 -1.041 -0.962
H: -1.591 -2.735 -0.354
H: -1.867 -1.431 0.840

2:
The following is a DFT calculation (ωB97M-V/def2-TZVPD) of a gas-phase ion, C4H7N2S (charge +1).

Properties
- Highest occupied orbital energy: -13.18 eV
- Net charge: +1
- Gap between HOMO and LUMO: 8.37 eV

Cartesian coordinates (Å):
C: -0.522 1.846 -2.385
C: -0.218 0.350 -0.485
C: 0.599 1.988 -3.105
C: -0.447 -1.698 2.152
N: -0.536 1.087 -1.341
N: 0.259 -1.842 3.289
S: 0.575 -0.447 0.684
H: -1.385 2.452 -2.736
H: 1.532 1.400 -3.006
H: 0.455 2.615 -3.995
H: -0.393 -2.506 1.434
H: -1.456 -1.301 2.251
H: 0.674 -1.209 3.933
H: 0.864 -2.736 3.308

Quick one: least stable of them? 1

1:
The following is a DFT calculation (ωB97M-V/def2-TZVPD) of C13H23NO3 in the gas phase.

Properties
- Highest occupied orbital energy: -9.46 eV
- SMILES: CCCCCC[C@@H]1/C(=N/O)CC[C@H]1C(=O)OC
- Gap between HOMO and LUMO: 10.24 eV

Cartesian coordinates (Å):
C: -0.287 4.669 1.139
C: 0.724 3.555 1.381
C: 1.525 3.235 0.119
C: 2.519 2.080 0.304
C: 2.047 0.751 -0.290
C: 0.807 0.184 0.391
C: 0.364 -1.143 -0.242
C: -0.259 -0.923 -1.592
N: 0.435 -0.603 -2.596
O: -0.276 -0.407 -3.789
H: 0.413 -0.205 -4.437
C: -1.745 -1.137 -1.536
C: -2.061 -1.269 -0.049
H: -2.272 -0.289 0.381
H: -2.910 -1.920 0.150
C: -0.759 -1.820 0.557
C: -0.698 -3.329 0.405
O: 0.132 -3.943 -0.210
O: -1.702 -3.915 1.072
C: -1.752 -5.333 1.008
H: -2.611 -5.635 1.601
H: -0.834 -5.763 1.415
H: -1.863 -5.663 -0.027
H: -0.701 -1.604 1.626
H: -1.979 -2.054 -2.083
H: -2.277 -0.321 -2.028
H: 1.230 -1.804 -0.329
H: -0.013 0.900 0.320
H: 1.023 0.015 1.449
H: 2.856 0.022 -0.203
H: 1.838 0.878 -1.353
H: 3.464 2.338 -0.178
H: 2.726 1.946 1.368
H: 2.065 4.138 -0.175
H: 0.838 2.995 -0.695
H: 1.414 3.860 2.172
H: 0.202 2.663 1.728
H: -0.840 4.892 2.049
H: 0.216 5.577 0.813
H: -0.998 4.379 0.368

2:
The following is a DFT calculation (ωB97M-V/def2-TZVPD) of C13H23NO3 in the gas phase.

Properties
- Highest occupied orbital energy: -9.63 eV
- SMILES: CCCCCC[C@@H]1/C(=N/O)CC[C@H]1C(=O)OC
- Gap between HOMO and LUMO: 10.43 eV

Cartesian coordinates (Å):
C: 4.105 -1.648 -1.090
C: 2.803 -1.420 -1.849
C: 2.586 0.043 -2.241
C: 2.499 1.019 -1.064
C: 1.472 0.646 0.005
C: 0.037 0.626 -0.515
C: -0.941 0.113 0.542
C: -0.934 -1.380 0.731
N: 0.133 -2.054 0.705
O: -0.019 -3.437 0.885
H: 0.885 -3.776 0.844
C: -2.334 -1.890 0.912
C: -3.192 -0.632 1.024
H: -4.205 -0.777 0.651
H: -3.246 -0.303 2.063
C: -2.416 0.408 0.204
C: -2.806 1.832 0.518
O: -3.212 2.627 -0.289
O: -2.640 2.120 1.815
C: -2.971 3.444 2.207
H: -2.355 4.165 1.667
H: -2.780 3.503 3.276
H: -4.021 3.651 1.992
H: -2.585 0.248 -0.865
H: -2.402 -2.546 1.781
H: -2.603 -2.485 0.036
H: -0.707 0.577 1.507
H: -0.031 -0.018 -1.392
H: -0.261 1.635 -0.814
H: 1.541 1.375 0.818
H: 1.702 -0.333 0.419
H: 3.479 1.091 -0.589
H: 2.258 2.009 -1.461
H: 1.672 0.111 -2.835
H: 3.410 0.362 -2.884
H: 2.819 -2.016 -2.765
H: 1.963 -1.766 -1.246
H: 4.949 -1.258 -1.656
H: 4.083 -1.155 -0.122
H: 4.267 -2.711 -0.926

Quick one: least stable of them? 1

1:
The following is a DFT calculation (ωB97M-V/def2-TZVPD) of a gas-phase ion, C5H12N3 (charge +1).

Properties
- Highest occupied orbital energy: -12.08 eV
- Net charge: +1
- SMILES: C/C=[NH+]/CN/C=C\N
- Gap between HOMO and LUMO: 7.47 eV

Cartesian coordinates (Å):
C: -1.824 0.812 -0.595
C: -0.180 -1.352 0.778
C: -1.050 -0.152 -1.039
C: 1.440 0.422 0.496
C: 2.567 1.099 -0.160
N: -2.528 0.650 0.572
N: 1.161 -0.879 0.606
N: -0.796 -1.492 -0.469
H: -1.985 1.765 -1.158
H: -0.174 -2.266 1.438
H: -0.770 -0.588 1.314
H: -0.693 -0.178 -2.080
H: 0.819 1.130 1.069
H: 3.383 0.254 -0.197
H: 2.880 1.938 0.435
H: 2.518 1.334 -1.277
H: -3.135 1.330 0.898
H: 1.694 -1.555 -0.098
H: -0.310 -2.021 -1.155
H: -3.017 -0.249 0.621

2:
The following is a DFT calculation (ωB97M-V/def2-TZVPD) of a gas-phase ion, C5H12N3 (charge +1).

Properties
- Highest occupied orbital energy: -14.04 eV
- Net charge: +1
- SMILES: CC/C=[N+]1\CNCN1
- Gap between HOMO and LUMO: 9.98 eV

Cartesian coordinates (Å):
C: -1.240 0.872 -0.675
C: -2.955 -0.303 0.054
C: 0.594 -0.772 0.037
C: 2.993 -0.093 0.569
C: 1.784 0.082 -0.412
N: -2.460 1.039 0.050
N: -0.680 -0.508 -0.120
N: -1.803 -1.222 0.265
H: -1.302 0.736 -1.735
H: -0.659 1.679 -0.365
H: -3.850 -0.593 0.592
H: -3.298 -0.513 -1.022
H: 0.821 -1.805 0.257
H: 3.146 -1.124 0.965
H: 2.727 0.408 1.535
H: 3.765 0.579 0.176
H: 2.126 -0.332 -1.415
H: 1.511 1.080 -0.400
H: -2.300 1.622 0.957
H: -1.651 -1.740 1.065

Quick one: least stable of them? 2